(1)
{"formula": "C11H15N", "method": "ωB97M-V with the def2-TZVPD basis set", "species": ["C", "C", "C", "N", "C", "C", "C", "C", "C", "C", "H", "H", "H", "H", "H", "H", "H", "H", "H", "C", "C", "H", "H", "H", "H", "H", "H"], "coordinates": [[-1.444, -0.206, 2.246], [-0.011, -0.670, 2.184], [0.681, -1.299, 3.174], [2.036, -1.349, 2.825], [2.228, -0.708, 1.640], [3.345, -0.289, 0.903], [3.218, 0.296, -0.334], [1.930, 0.538, -0.855], [0.840, 0.358, -0.033], [0.953, -0.295, 1.195], [-2.073, -0.932, 2.724], [-1.749, -0.151, 1.200], [-1.641, 0.717, 2.789], [0.534, -1.549, 4.211], [2.757, -1.682, 3.436], [4.282, -0.591, 1.361], [4.131, 0.347, -0.900], [1.801, 1.048, -1.797], [-0.116, 0.786, -0.311], [-2.285, 0.895, -3.815], [-3.087, 0.474, -2.580], [-3.014, 1.284, -4.531], [-1.671, 1.779, -3.643], [-1.756, 0.088, -4.297], [-4.044, 0.034, -2.862], [-3.239, 1.362, -1.970], [-2.607, -0.286, -1.958]], "mulliken_charge": [-1.126, 0.336, -0.614, -0.038, -0.516, -0.536, -0.524, -0.683, -0.394, 1.296, 0.382, 0.200, 0.259, 0.374, 0.180, 0.312, 0.341, 0.382, 0.366, -0.895, -0.777, 0.320, 0.276, 0.277, 0.377, 0.240, 0.186], "lumo_energy_ha": 0.03524, "e_tot_ha": -482.886940, "gap_ha": 0.325}


(2)
{"formula": "C34H57N3O2SSiYb", "method": "ωB97M-V with the def2-TZVPD basis set", "species": ["O", "O", "C", "C", "H", "H", "H", "H", "H", "C", "C", "H", "H", "H", "H", "H", "C", "C", "C", "H", "H", "H", "H", "H", "C", "H", "H", "H", "H", "H", "H", "N", "C", "C", "C", "C", "H", "H", "H", "C", "H", "H", "H", "N", "C", "C", "C", "C", "H", "C", "H", "C", "H", "C", "C", "C", "C", "C", "C", "H", "C", "H", "C", "H", "C", "C", "Yb", "H", "H", "H", "H", "H", "H", "H", "H", "H", "H", "H", "H", "H", "C", "Si", "H", "H", "C", "C", "C", "H", "H", "H", "H", "H", "H", "H", "H", "H", "S", "C", "N"], "coordinates": [[-2.119, 1.251, -1.597], [-1.708, 0.171, -3.698], [-3.403, 1.091, -0.912], [-4.147, 2.354, -0.511], [-3.138, 0.495, -0.038], [-4.028, 0.474, -1.558], [-3.736, 2.788, 0.398], [-5.186, 2.120, -0.275], [-4.205, 3.115, -1.275], [-1.387, 2.480, -1.207], [-1.208, 3.347, -2.427], [-0.446, 2.142, -0.774], [-1.963, 2.929, -0.396], [-0.643, 2.739, -3.164], [-0.619, 4.258, -2.225], [-2.215, 3.647, -2.781], [-0.330, -0.420, -3.676], [-2.728, -0.498, -4.505], [0.660, 0.718, -3.601], [-0.248, -0.930, -4.647], [-0.276, -1.130, -2.833], [0.471, 1.481, -4.387], [1.651, 0.293, -3.805], [0.717, 1.156, -2.596], [-3.358, 0.526, -5.453], [-3.475, -0.946, -3.837], [-2.193, -1.300, -5.020], [-3.806, 1.384, -4.932], [-4.150, 0.040, -6.021], [-2.639, 0.907, -6.180], [-2.039, 0.846, -2.940], [1.066, 1.329, 2.739], [2.122, 1.269, 3.565], [3.154, 0.330, 3.387], [3.394, -0.549, 2.299], [2.237, 2.213, 4.750], [1.250, 2.373, 5.191], [2.659, 3.193, 4.486], [2.891, 1.761, 5.505], [4.824, -1.012, 2.166], [5.250, -0.770, 1.185], [4.925, -2.094, 2.317], [5.435, -0.513, 2.921], [2.479, -1.017, 1.465], [0.384, 2.508, 2.378], [-0.938, 2.674, 2.821], [-1.566, 1.641, 3.699], [-1.653, 3.790, 2.422], [-2.663, 3.921, 2.789], [-1.075, 4.737, 1.573], [-1.653, 5.598, 1.257], [0.234, 4.569, 1.118], [0.682, 5.314, 0.448], [0.972, 3.453, 1.501], [2.347, 3.210, 0.974], [2.760, -1.829, 0.340], [2.590, -3.238, 0.428], [2.414, -3.908, 1.754], [2.565, -3.974, -0.752], [2.353, -5.046, -0.679], [2.852, -3.393, -1.991], [2.838, -3.991, -2.902], [3.193, -2.037, -2.037], [3.500, -1.594, -2.976], [3.180, -1.254, -0.889], [3.582, 0.182, -1.015], [0.179, -0.826, 2.454], [-2.202, 0.935, 3.132], [-2.213, 2.130, 4.443], [-0.823, 1.049, 4.262], [2.445, 2.166, 0.648], [3.126, 3.414, 1.722], [2.547, 3.861, 0.115], [2.596, -4.982, 1.630], [1.408, -3.791, 2.176], [3.145, -3.520, 2.471], [4.309, 0.505, -0.261], [2.730, 0.872, -0.981], [4.057, 0.310, -1.995], [3.915, 0.321, 4.169], [-0.844, -1.802, 0.820], [-1.744, -3.227, 0.044], [-0.063, -1.584, 0.032], [-1.539, -0.896, 0.736], [-3.464, -2.574, -0.265], [-1.429, -4.666, 1.249], [-1.082, -3.547, -1.702], [-1.235, -4.597, -2.014], [-0.012, -3.298, -1.782], [-1.627, -2.881, -2.401], [-3.975, -2.307, 0.657], [-4.057, -3.269, -0.859], [-3.334, -1.658, -0.860], [-1.591, -4.327, 2.282], [-0.397, -5.040, 1.198], [-2.114, -5.499, 1.047], [-2.430, -1.877, 3.548], [-1.047, -2.294, 4.267], [0.079, -2.477, 4.649]], "mulliken_charge": [-0.608, 0.330, 0.265, -1.385, -0.099, 0.321, 0.319, 0.454, 0.347, 0.867, -1.076, -0.383, -0.117, 0.067, 0.403, 0.257, 0.223, -0.296, -1.225, 0.663, -0.287, 0.338, 0.486, 0.017, -1.277, 0.306, 0.427, 0.297, 0.452, 0.319, 0.415, 1.353, 0.835, -1.998, 1.616, -1.654, 0.310, 0.264, 0.484, -1.720, 0.262, 0.274, 0.527, 1.303, -0.731, 1.288, -1.588, -0.660, 0.554, -1.174, 0.410, -0.600, 0.493, 0.900, -1.511, -0.830, 1.414, -1.464, -0.689, 0.396, -1.046, 0.432, -0.835, 0.448, 0.962, -1.036, 0.134, 0.158, 0.518, 0.398, -0.102, 0.341, 0.468, 0.484, 0.175, 0.203, 0.318, -0.197, 0.503, 0.385, 0.611, -0.027, -0.340, -0.370, -0.557, -0.933, -0.395, 0.439, -0.057, -0.067, 0.288, 0.436, -0.249, 0.226, 0.244, 0.439, -0.363, 0.748, -0.666], "charge": 1, "lumo_energy_ha": [-0.07078, -0.08786], "multiplicity": 2, "s_squared": 0.751, "e_tot_ha": -3490.635383, "gap_ha": [0.310, 0.293]}


(3)
{"formula": "C4H11N5O2", "method": "ωB97M-V with the def2-TZVPD basis set", "species": ["H", "N", "C", "C", "N", "N", "C", "H", "H", "H", "H", "H", "H", "O", "N", "C", "N", "O", "H", "H", "H", "H"], "coordinates": [[0.931, -2.433, 3.361], [1.525, -1.763, 2.856], [0.949, -1.478, 1.748], [1.660, -0.573, 0.805], [-0.306, -1.971, 1.412], [-0.968, -1.518, 0.334], [-2.093, -2.017, -0.019], [2.712, -0.867, 0.734], [1.225, -0.538, -0.192], [1.696, 0.453, 1.242], [-0.682, -2.718, 2.006], [-2.591, -1.636, -0.904], [-2.563, -2.834, 0.543], [1.649, 2.178, -2.544], [0.349, 1.987, -2.109], [0.232, 1.937, -0.852], [-0.965, 1.598, -0.234], [-2.001, 1.291, -1.157], [2.223, 2.201, -1.764], [1.025, 2.174, -0.139], [-0.876, 0.739, 0.322], [-2.215, 2.168, -1.505]], "mulliken_charge": [0.192, -0.663, 0.469, -0.892, -0.001, -0.345, -0.406, 0.399, 0.434, 0.107, 0.231, 0.264, 0.227, -0.329, -0.310, -0.138, -0.338, -0.402, 0.310, 0.500, 0.372, 0.320], "lumo_energy_ha": 0.02646, "e_tot_ha": -583.089901, "gap_ha": 0.350}